# 1
DFT (ωB97M-V/def2-TZVPD) results for a 2-piece molecular cluster, C6H11FN overall.

Last column: Mulliken charge in e.
Element x y z (Å)
F (-1.275, 0.405, -1.381)  -0.236
N (2.084, 0.147, -0.625)  -0.088
C (-1.233, 0.621, -0.063)  0.869
H (-0.227, 1.806, 1.315)  0.428
H (2.100, -1.909, 0.091)  0.267
H (-0.041, 2.153, -0.515)  0.450
H (0.707, -1.337, -0.946)  0.263
C (-3.017, -0.922, 0.417)  -0.536
H (2.380, -1.639, -1.699)  0.326
H (-3.049, -1.101, -0.724)  0.220
C (-0.224, 1.470, 0.290)  -1.033
C (1.900, -1.256, -0.826)  -0.716
H (1.654, 0.098, 1.142)  0.339
H (-2.024, -0.092, 1.968)  0.257
H (2.099, 0.699, -1.526)  0.325
H (-3.800, -1.497, 1.074)  0.273
C (1.768, 0.780, 0.425)  -0.410
C (-2.042, -0.126, 0.845)  -0.384
H (2.240, 1.699, 0.738)  0.386

LUMO level (spin up / spin down) (Eh): -0.1910 / -0.1910
Charge: +1
Energy above the lowest of the compared OMol25 structures with the same formula, charge and spin (kJ/mol): 201.34
Gap between HOMO and LUMO (spin up / spin down) (eV): 8.02 / 8.02

=====

# 2
DFT (ωB97M-V/def2-TZVPD) results for the molecule C6H11FN2S2.

Last column: Mulliken charge in e.
Element x y z (Å)
H (-2.263, -3.876, 0.840)  0.382
S (-3.175, -1.953, -0.019)  -0.079
H (1.483, 1.081, -1.645)  0.295
N (-0.533, 0.780, -0.171)  0.345
H (3.141, -0.408, 0.605)  0.301
C (0.752, 1.078, 0.333)  -0.951
C (-1.440, 1.854, -0.255)  0.006
C (-1.840, -2.938, 0.546)  -0.761
N (-1.063, -0.401, 0.038)  -0.483
H (0.910, 2.081, 0.635)  0.463
C (3.193, 0.340, -0.246)  -1.157
H (-1.325, -3.039, -0.371)  0.237
C (-2.306, -0.427, -0.169)  0.330
H (3.709, 1.328, 0.220)  0.252
C (1.765, 0.452, -0.735)  -0.147
S (-3.033, 1.151, -0.610)  -0.191
H (3.821, -0.015, -1.035)  0.350
H (1.606, -0.588, -0.833)  0.219
H (-1.533, -2.270, 1.306)  0.247
H (-1.117, 2.750, -0.759)  0.341
H (0.841, 0.524, 1.364)  0.305
F (-1.590, 2.498, 0.963)  -0.307

LUMO level (Eh): 0.0276
Energy above the lowest of the compared OMol25 structures with the same formula, charge and spin (kJ/mol): 57.80
SMILES: CCCN1N=C(SC)S[C@H]1F
Gap between HOMO and LUMO (eV): 8.76

=====

# 3
DFT (ωB97M-V/def2-TZVPD) results for the molecule C6H11FO.

Last column: Mulliken charge in e.
Element x y z (Å)
H (0.209, -2.062, -0.167)  0.360
H (-1.695, 0.808, -2.138)  0.430
C (0.181, 0.618, -0.318)  0.229
C (0.726, -0.312, 2.090)  -1.548
C (1.086, -0.278, 0.595)  1.630
H (1.635, -1.515, -1.077)  0.370
H (-0.395, 2.189, -1.509)  0.264
H (-2.261, 1.592, -0.608)  0.357
F (2.316, 0.383, 0.438)  -0.397
C (1.213, -1.601, -0.093)  -1.696
H (1.524, 2.270, -0.784)  0.240
H (1.455, -0.862, 2.643)  0.425
C (-2.067, 0.648, -1.133)  -1.072
H (-0.291, -0.748, 2.289)  0.280
H (1.652, -2.220, 0.559)  0.523
C (0.483, 1.740, -0.909)  -0.831
O (-1.011, -0.093, -0.517)  -0.339
H (-2.747, -0.119, -1.217)  0.320
H (0.878, 0.659, 2.404)  0.455

LUMO level (Eh): 0.0337
Energy above the lowest of the compared OMol25 structures with the same formula, charge and spin (kJ/mol): 173.96
SMILES: C=C(OC)C(C)(C)F
Gap between HOMO and LUMO (eV): 10.06

=====

# 4
DFT (ωB97M-V/def2-TZVPD) results for the molecule C6H11FS.

Last column: Mulliken charge in e.
Element x y z (Å)
H (1.695, -2.154, -0.783)  0.287
H (1.570, 0.268, 1.053)  0.418
C (0.249, -1.532, 0.827)  -0.378
C (-0.078, 0.977, -0.173)  1.285
C (-1.593, 0.850, -0.263)  -0.584
C (0.498, 0.041, 0.934)  -0.996
S (0.861, 1.128, -1.695)  -0.161
C (0.601, -2.178, -0.553)  -1.030
H (0.915, -1.951, 1.614)  0.314
H (-0.808, -1.650, 0.981)  0.320
H (0.117, -1.658, -1.419)  0.219
H (-0.106, 3.166, -0.628)  0.308
H (-0.019, 0.398, 1.849)  0.317
H (-2.062, 1.005, 0.705)  0.343
C (0.533, 2.330, -0.358)  -1.292
F (-2.142, 1.712, -1.184)  -0.303
H (1.336, 2.681, 0.268)  0.347
H (-1.863, -0.172, -0.521)  0.262
H (0.296, -3.263, -0.655)  0.323

LUMO level (Eh): 0.0314
Energy above the lowest of the compared OMol25 structures with the same formula, charge and spin (kJ/mol): 20.48
SMILES: CCC[C@@]1(CF)CS1
Gap between HOMO and LUMO (eV): 9.65